Entry 1:
Molecular formula: C2H3Br4P
Method: DFT, ωB97M-V/def2-TZVPD

```
! wB97M-V def2-TZVPD RIJCOSX def2/J DEFGRID3
* xyz 0 3
C -1.19 -0.32 0.26
C -0.17 0.64 -0.24
P 1.82 -0.28 0.85
Br -2.91 -0.14 -0.72
Br -0.41 2.44 0.28
Br 3.22 0.88 -0.39
Br 1.88 -2.24 -0.15
H -0.89 -1.36 0.10
H -1.43 -0.16 1.31
H 0.09 0.55 -1.29
*
```

- DFT total energy (eV) = -291579.0571
- E_HOMO (alpha / beta) (eV) = -6.737 / -10.410
- frontier orbital gap (alpha / beta) (eV) = 6.6 / 7.4

---

Entry 2:
Molecular formula: C2H3BrCl2
Method: DFT, ωB97M-V/def2-TZVPD

```
! wB97M-V def2-TZVPD RIJCOSX def2/J DEFGRID3
* xyz 0 1
C 0.30 -0.82 -0.39
C 0.34 0.62 0.03
Cl 0.96 1.06 1.60
Cl -0.20 1.92 -1.04
Br -2.41 0.59 1.47
H -0.61 -1.08 -0.91
H 1.06 -0.77 -1.13
H 0.56 -1.53 0.38
*
```

- DFT total energy (eV) = -97207.4621
- E_HOMO (alpha / beta) (eV) = -9.582 / -8.280
- frontier orbital gap (alpha / beta) (eV) = 8.2 / 5.3

---

What did the second record say?
Molecular formula: C2H3BrCl2
Method: DFT, ωB97M-V/def2-TZVPD

```
! wB97M-V def2-TZVPD RIJCOSX def2/J DEFGRID3
* xyz 0 1
C 0.30 -0.82 -0.39
C 0.34 0.62 0.03
Cl 0.96 1.06 1.60
Cl -0.20 1.92 -1.04
Br -2.41 0.59 1.47
H -0.61 -1.08 -0.91
H 1.06 -0.77 -1.13
H 0.56 -1.53 0.38
*
```

- DFT total energy (eV) = -97207.4621
- E_HOMO (alpha / beta) (eV) = -9.582 / -8.280
- frontier orbital gap (alpha / beta) (eV) = 8.2 / 5.3

---

DFT total energy of number 1 (C2H3Br4P)?
-291579.0571 eV